# 1
22
Properties=species:S:1:pos:R:3:forces:R:3:mulliken_charge:R:1 method="wB97M-V/def2-TZVPD" total_energy_ev=-80906.2900 e_lumo_ev="-8.31 / -12.35" fmax_ha_per_bohr=0.087 multiplicity=3 total_charge=+2
H -0.638 2.827 -0.551 -1.821 1.030 0.044 0.370
Br 2.909 0.792 -0.236 -1.114 -1.220 -0.083 0.135
H 1.380 -0.241 -1.893 -0.215 0.227 -0.594 0.631
C 1.179 -1.659 -0.298 -0.991 2.892 1.423 0.277
H -0.941 -1.075 2.292 0.725 -0.310 -0.629 0.464
N 1.742 -2.747 -0.742 2.269 -0.655 -1.369 -0.275
H -2.807 1.427 1.127 0.454 -0.072 -0.387 0.379
N -0.202 0.779 -0.505 1.882 -3.721 -1.619 -0.323
H 1.491 -3.558 -0.220 0.094 -0.983 0.143 0.279
H 0.862 2.395 0.347 -1.153 -0.259 -1.809 0.435
C 1.325 -0.233 -0.821 0.271 1.159 0.720 -0.382
H -2.799 0.281 -0.240 -0.136 -0.045 -0.241 0.353
N 0.375 -1.700 0.755 -0.508 0.556 -0.208 -0.028
H 2.686 -2.756 -1.207 -1.389 0.045 0.457 0.325
C -0.407 -0.867 1.338 -0.674 -2.156 1.101 -0.786
C -2.388 0.485 0.740 -1.913 -0.711 1.502 -1.118
H -0.604 0.296 -1.339 -0.495 1.472 0.547 0.513
H -2.845 -0.303 1.458 0.864 1.184 -1.270 0.387
C -0.899 0.408 0.731 0.999 -0.503 -0.269 0.642
H -0.351 0.954 1.431 0.027 2.200 1.568 0.341
C 0.176 2.185 -0.569 3.970 -0.267 -1.408 -0.976
H 0.757 2.309 -1.598 -1.146 0.137 2.382 0.357

# 2
20
Properties=species:S:1:pos:R:3:forces:R:3:mulliken_charge:R:1 method="wB97M-V/def2-TZVPD" total_energy_ev=-31460.0062 e_lumo_ev=0.80 fmax_ha_per_bohr=0.134 relative_energy_kcal_mol=26.6 multiplicity=1 smiles=C[C@H](Cl)CC[C@H](C)Cl
C -0.030 1.661 0.681 -4.138 -1.809 0.635 0.297
C -0.734 -1.647 -1.015 2.401 0.044 1.235 -1.035
C -0.630 1.846 -0.729 3.535 -0.626 -0.605 -1.136
H 0.131 1.243 -1.405 -2.123 1.288 0.993 0.184
H -1.290 -0.066 1.297 0.649 0.256 -0.111 0.454
H 0.492 -1.791 1.265 -0.225 1.414 -0.674 0.365
H -0.890 -2.429 -0.261 -0.189 -0.013 -0.511 0.321
H -1.632 1.511 -0.846 -0.821 -0.108 -0.094 0.327
H -0.810 -2.001 -2.023 -0.186 0.093 -0.415 0.368
C 0.638 -1.022 -0.632 1.251 -2.917 -4.516 0.355
H -1.290 -0.810 -0.732 -2.152 0.935 -0.321 0.258
H 1.039 -0.270 -1.337 -0.586 -0.301 0.663 0.347
H -0.600 2.182 1.478 0.665 0.855 -0.818 0.325
C 0.684 -0.774 0.750 4.152 -3.083 4.591 -1.140
H 1.855 -0.711 1.207 -3.080 0.612 -1.617 0.303
Cl 1.600 1.996 0.616 2.890 1.349 0.253 -0.132
C -0.218 0.229 1.262 0.154 1.824 3.150 -0.847
H 0.187 0.321 2.358 -1.384 0.029 -1.545 0.273
Cl 1.934 -2.350 -0.917 -0.217 0.140 -0.196 -0.254
H -0.437 2.881 -1.016 -0.594 0.019 -0.096 0.365

# 3
37
Properties=species:S:1:pos:R:3:forces:R:3:mulliken_charge:R:1 method="wB97M-V/def2-TZVPD" total_energy_ev=-130123.9498 e_lumo_ev="-4.49 / -3.32" fmax_ha_per_bohr=0.111 relative_energy_kcal_mol=63.7 multiplicity=3
O -0.560 -0.021 -1.835 -2.420 0.615 -1.457 -0.700
Cl 3.468 1.199 2.685 -0.012 0.009 -0.247 -0.197
C 2.581 0.033 1.625 1.252 -0.158 0.862 0.254
N 2.394 2.695 -1.213 0.663 3.098 -1.097 0.689
C -2.132 2.734 0.091 0.223 0.048 -0.960 -0.502
Cl -1.809 3.011 2.728 0.371 -0.056 0.250 -0.181
O 2.627 3.587 -2.039 -0.250 -0.987 0.357 -0.621
H -2.400 2.177 -0.809 0.122 -0.547 0.326 0.207
O 1.864 1.603 -1.642 -1.552 -3.133 -0.809 -0.149
Cl -5.712 -3.825 -0.281 0.104 0.103 0.397 -0.189
H -4.639 -3.784 1.845 0.261 -0.163 -0.169 0.354
O 3.159 1.256 -4.234 -1.342 0.780 -0.724 -0.623
C -1.893 1.891 1.338 -0.691 1.245 -0.375 0.185
C -3.372 -2.663 0.439 -0.097 -0.247 0.266 -0.305
H 3.115 -0.026 0.680 -0.072 0.142 -0.035 0.174
H 2.289 -1.214 3.360 0.044 -0.209 0.049 0.395
Cl 4.210 -2.073 2.305 0.631 -0.144 0.038 -0.185
H -2.736 1.264 1.610 0.185 -0.430 -0.463 0.208
H 1.961 -1.990 1.772 -0.058 -0.169 0.255 0.156
O 5.065 0.250 -3.948 -0.714 0.092 0.209 -0.527
Cl -0.573 3.522 -0.345 -0.248 0.141 -0.021 -0.148
H -2.881 3.522 0.121 0.047 -0.011 0.725 0.417
H -5.261 -2.221 1.389 0.073 0.104 -0.165 0.313
N -0.111 -0.881 -1.007 3.384 3.240 0.959 1.579
C 2.629 -1.338 2.337 -1.521 1.044 -0.963 -0.297
H -0.940 1.400 1.170 -0.108 -0.370 0.508 -0.193
O 3.210 -0.487 -3.124 -1.937 -2.098 1.231 -0.583
O 1.063 -1.160 -1.428 1.063 -1.760 -0.754 -0.685
Cl -2.422 -4.119 0.035 0.248 0.113 -0.086 -0.185
H 1.613 0.503 1.483 -0.245 -0.489 0.048 -0.307
C -4.702 -3.081 1.020 -0.526 0.225 -0.306 -0.472
H -2.794 -2.074 1.148 -0.016 -0.073 0.054 0.181
H -3.511 -2.090 -0.475 -0.027 -0.016 0.003 0.288
V 1.153 0.231 -3.124 3.748 1.234 4.139 1.048
O 2.600 2.822 -0.030 -0.149 -0.855 0.023 -0.428
O -0.440 -1.000 0.138 -0.895 -0.922 -1.511 -0.401
N 3.887 0.350 -3.786 0.458 0.603 -0.557 1.433

# 4
25
Properties=species:S:1:pos:R:3:forces:R:3:mulliken_charge:R:1 method="wB97M-V/def2-TZVPD" total_energy_ev=-52641.0821 e_lumo_ev="-12.25 / -12.34" fmax_ha_per_bohr=0.072 multiplicity=1 total_charge=+2
H -2.175 0.432 -3.401 0.219 -0.004 0.201 0.447
P -0.740 -0.549 -1.707 -1.181 -0.696 -2.321 0.636
H -1.479 -2.789 -1.172 -0.101 0.101 -0.276 0.360
Tl -0.260 0.279 0.632 -0.415 0.619 1.502 0.898
H 1.950 2.731 4.976 -0.028 0.054 -0.185 0.314
O 3.345 -0.532 -0.088 -2.800 0.423 0.019 -0.078
C 0.602 -1.142 -2.768 0.329 0.215 0.734 -1.143
C 1.249 1.234 3.678 -0.433 -0.233 -0.793 0.392
H -2.251 1.290 -1.818 -0.130 -0.070 -0.204 0.379
C 2.219 -0.349 -0.048 3.669 -0.492 0.127 0.096
I 0.115 -2.701 1.605 -0.009 0.819 -0.413 0.220
C -1.972 -1.877 -1.525 0.284 0.158 0.693 -1.119
I 0.948 2.933 -0.599 -0.252 -0.844 0.243 0.226
N 0.869 0.894 2.642 0.117 0.116 0.359 -0.263
H 1.327 -0.339 -2.915 -0.015 -0.055 -0.140 0.384
H 1.096 -1.987 -2.286 -0.015 -0.046 -0.150 0.385
Cl -2.582 0.814 1.134 0.643 -0.093 -0.007 -0.382
C 1.694 1.673 4.990 0.152 0.033 0.168 -0.874
H -2.672 -1.563 -0.743 -0.117 -0.041 -0.206 0.378
C -1.590 0.819 -2.554 0.283 0.268 0.649 -1.117
H -0.857 1.572 -2.863 -0.150 -0.233 -0.139 0.360
H 2.572 1.115 5.313 0.005 -0.100 -0.165 0.317
H -2.503 -2.029 -2.474 0.224 0.085 0.166 0.448
H 0.186 -1.453 -3.736 -0.103 0.098 0.224 0.420
H 0.908 1.525 5.727 -0.174 -0.084 -0.085 0.317

# 5
23
Properties=species:S:1:pos:R:3:forces:R:3:mulliken_charge:R:1 method="wB97M-V/def2-TZVPD" total_energy_ev=-25454.4803 e_lumo_ev=0.71 fmax_ha_per_bohr=0.120 relative_energy_kcal_mol=0.0 multiplicity=1 smiles="C[C@@H](/N=C(/N)Cl)C(=O)N(C)C"
H 3.824 -0.418 -0.612 1.670 -0.447 -1.659 0.298
H 0.368 1.644 -0.587 1.132 -0.894 0.111 0.279
H 3.398 0.537 0.753 0.276 -0.023 0.337 0.386
H -1.568 -1.633 1.516 1.875 1.414 -0.412 0.274
C -0.650 -0.876 -0.410 -0.569 -0.191 2.136 -0.288
H -3.062 2.333 -1.222 0.258 0.276 -0.077 0.221
C 1.123 -1.109 -0.636 -6.154 0.454 -0.471 0.527
N 1.798 -0.055 -0.378 2.681 2.691 0.532 0.015
H -1.256 -1.676 -0.782 0.552 -0.876 -0.978 0.434
H -4.419 1.757 -0.427 -2.107 -0.137 0.377 0.186
C 1.393 1.333 -0.251 0.788 2.304 1.484 -0.945
H -0.230 -0.244 1.590 -0.670 0.372 0.590 0.335
H 0.188 -1.834 1.409 1.602 -1.904 0.137 0.450
C -2.813 0.513 -0.437 1.113 -2.569 0.273 0.589
C 3.146 -0.329 0.157 -1.876 -0.246 1.833 -1.050
O 1.484 -2.237 -0.626 0.584 -1.685 -0.526 -0.563
C -0.555 -1.174 1.142 -3.259 0.850 -0.708 -1.141
N -3.478 1.664 -0.611 1.407 0.498 -0.419 -0.413
N -1.599 0.313 -0.524 2.834 0.762 -0.590 -0.388
H 2.204 2.068 -0.640 -1.355 -1.513 -0.203 0.361
H 1.505 1.613 0.859 -0.696 -0.518 -1.199 0.361
H 3.081 -1.267 0.773 0.329 0.982 -0.612 0.345
Cl -3.881 -0.923 -0.054 -0.414 0.401 0.045 -0.277

# 6
24
Properties=species:S:1:pos:R:3:forces:R:3:mulliken_charge:R:1 method="wB97M-V/def2-TZVPD" total_energy_ev=-46191.4636 e_lumo_ev=0.20 fmax_ha_per_bohr=0.081 relative_energy_kcal_mol=32.0 multiplicity=1 smiles="CCCCC[S@@](=N)(=O)OC(=S)Cl"
H -1.127 -0.427 1.095 0.014 -0.231 -0.292 0.004
S 1.474 -0.966 0.468 1.414 1.514 -0.160 0.978
H -3.508 1.428 1.154 -0.316 -0.058 -0.606 0.377
H -1.889 2.026 1.039 -0.184 -1.018 1.227 0.321
S 2.965 1.932 -0.103 -0.494 0.847 -0.042 -0.317
H -2.755 -0.947 0.781 0.013 0.034 -0.257 0.370
H -0.702 -1.757 -0.947 -0.384 -0.333 -0.282 0.470
C -0.578 -0.756 -1.356 -0.558 -1.383 0.762 -1.230
O 1.382 -2.361 0.436 0.204 -2.168 -0.223 -0.657
H -1.523 1.107 -1.002 0.785 2.147 -0.291 0.348
H 0.990 0.597 -1.268 1.009 1.957 -0.287 0.480
H -0.618 -0.826 -2.394 -0.117 -0.446 -2.005 0.471
C -2.486 1.125 1.371 -0.385 0.827 -4.081 -1.556
C 3.713 0.517 -0.158 1.338 -1.261 0.474 0.621
H -2.557 -0.010 -1.619 -0.747 -0.603 -0.095 0.429
C -2.049 -0.133 0.587 -0.167 0.620 -0.144 0.131
Cl 5.467 0.405 -0.299 0.217 0.387 -0.198 -0.166
H 1.504 -1.092 -1.677 -0.032 0.418 -0.565 0.408
C -1.744 0.095 -0.930 0.370 -0.853 2.247 -0.704
N 1.320 -0.349 1.793 -0.890 2.350 0.749 -0.556
O 3.320 -0.708 -0.023 -2.023 -0.044 0.014 -0.548
H 1.136 0.689 1.837 0.507 -1.559 -0.265 0.344
H -2.596 0.828 2.335 0.690 -0.075 3.316 0.467
C 0.858 -0.416 -1.119 -0.264 -1.069 1.006 -0.487

# 7
40
Properties=species:S:1:pos:R:3:forces:R:3:mulliken_charge:R:1 method="wB97M-V/def2-TZVPD" total_energy_ev=-96179.8344 e_lumo_ev=1.86 fmax_ha_per_bohr=0.052 multiplicity=1 total_charge=-1
H -0.414 1.113 -0.647 -0.153 0.130 0.238 0.262
H 0.216 -4.417 -5.873 0.113 0.163 0.118 0.294
O -0.854 -3.919 -1.735 -1.758 -1.063 -0.898 -0.489
F -2.723 5.576 4.781 0.848 0.028 -0.006 -0.212
H 3.356 -2.746 2.628 -0.240 -0.097 0.059 0.304
S 0.655 3.294 1.165 2.067 -0.514 0.597 1.051
C 2.904 -2.516 1.666 0.361 -0.017 -0.395 -0.345
S -0.960 -3.181 -2.928 -0.127 -0.240 -0.240 1.292
H 3.566 -0.509 1.148 -0.158 0.076 -0.200 0.358
F -1.854 3.911 0.352 0.318 0.209 0.128 -0.304
C -1.198 1.728 -0.196 0.035 0.384 0.296 -1.226
C -0.348 -4.510 -4.948 -0.047 -0.442 0.040 -0.312
H -0.364 3.579 -0.970 0.135 0.148 0.461 0.241
H 2.291 -0.564 2.386 0.045 0.043 -0.027 0.266
H -0.291 -5.541 -4.590 -0.036 -0.008 -0.049 0.275
O -0.504 -1.910 1.170 -0.301 -0.233 -0.051 -0.578
O -0.842 5.710 2.243 -1.232 -0.353 -0.234 -0.568
S -1.451 4.619 4.906 0.473 -2.480 0.698 1.005
O 1.605 -3.105 1.567 -0.260 0.276 0.127 -0.350
N 0.187 3.391 2.730 -0.897 1.214 -0.263 -0.303
H -2.082 1.730 -0.848 0.239 0.063 0.128 0.390
O -1.010 -1.767 -2.949 0.059 0.172 0.051 -0.546
C -1.787 -4.060 -5.103 0.037 0.388 -0.323 -0.381
H 3.525 -2.927 0.865 0.042 0.029 0.033 0.275
O 0.750 -2.882 -0.733 1.475 1.002 1.079 -0.495
H -1.854 -3.151 -5.706 0.036 -0.055 -0.066 0.288
C 2.670 -1.031 1.474 -0.008 0.259 0.608 -0.376
O 1.654 -0.948 0.476 -0.093 -0.619 -0.226 -0.194
O 1.556 4.335 0.760 -0.796 1.575 -0.186 -0.729
O 0.982 5.613 3.717 0.752 -0.459 1.462 -0.579
H -2.420 -4.830 -5.539 -0.095 -0.010 0.221 0.302
H -1.490 1.331 0.786 0.157 -0.074 -0.313 0.334
O 0.200 -3.657 -3.944 -0.338 0.256 -0.123 -0.318
O -1.921 3.284 4.846 -1.464 -0.679 -1.007 -0.559
S 0.712 -2.246 0.533 0.842 0.475 0.147 1.090
C -0.741 3.186 -0.014 -0.817 -1.005 -0.529 0.313
O 1.337 2.038 1.029 -0.721 -1.426 0.170 -0.588
S -0.122 4.898 3.178 0.925 1.041 -2.286 0.998
O -2.216 -3.748 -3.779 0.324 -0.272 0.041 -0.334
O -0.717 4.828 6.098 0.258 2.115 0.722 -0.552

# 8
20
Properties=species:S:1:pos:R:3:forces:R:3:mulliken_charge:R:1 method="wB97M-V/def2-TZVPD" total_energy_ev=-10623.0248 e_lumo_ev=1.04 fmax_ha_per_bohr=0.023 relative_energy_kcal_mol=26.2 multiplicity=1 smiles=CC(C)[C@@H]1N[C@@H]1CF
C 0.372 1.902 0.341 -0.780 0.147 0.161 -1.473
H -0.351 2.633 0.755 0.566 -0.053 -0.286 0.400
H -0.997 1.726 -1.955 0.353 0.064 -0.206 0.331
F -0.816 -1.828 1.618 0.953 0.117 -0.117 -0.334
H 0.933 -2.827 1.789 -0.107 0.600 -0.278 0.341
H -0.753 -1.918 -0.804 -0.331 -0.275 0.220 0.331
H 1.156 0.139 -1.466 0.105 0.006 0.194 0.465
H -1.022 0.284 0.740 0.236 -0.195 -0.092 0.336
C 0.607 -1.808 1.492 -0.737 -0.638 -0.179 -0.511
C -1.472 1.166 -1.159 0.337 0.539 0.997 -1.464
C 1.037 -1.490 0.062 0.997 0.441 0.050 -0.058
C -0.460 0.676 -0.110 0.605 0.743 -0.672 0.677
H 1.103 1.700 1.115 0.081 -0.299 0.226 0.347
H -2.138 1.887 -0.643 -0.160 -0.687 -0.522 0.396
H 0.998 -1.090 2.222 -0.128 -0.014 -0.226 0.246
H 0.930 2.341 -0.500 -0.364 -0.045 0.140 0.332
H 2.117 -1.767 -0.069 -1.052 0.184 -0.020 0.370
C 0.506 -0.317 -0.722 0.300 -0.900 0.498 -0.394
H -1.940 0.309 -1.606 -0.817 -0.179 -0.136 0.372
N 0.190 -1.718 -1.101 -0.056 0.444 0.247 -0.709

# 9
23
Properties=species:S:1:pos:R:3:forces:R:3:mulliken_charge:R:1 method="wB97M-V/def2-TZVPD" total_energy_ev=-30932.1761 e_lumo_ev="-1.18 / -1.19" fmax_ha_per_bohr=0.047 relative_energy_kcal_mol=95.5 multiplicity=1
H -0.968 -1.704 -0.119 -0.005 0.056 -0.052 0.273
H -2.363 -2.801 1.629 -0.035 -0.065 0.049 0.366
H -2.474 -0.821 0.145 0.041 -0.030 -0.088 0.346
H 0.737 2.674 -1.065 0.166 -0.064 -0.046 0.210
C -0.717 0.168 0.916 -0.425 -0.387 0.180 -0.475
C -0.645 1.030 -1.682 -0.079 -0.110 -0.225 -0.592
H -0.966 2.946 -0.527 -0.096 -0.069 0.121 0.268
O 2.257 -1.227 -1.339 -0.229 0.431 0.981 -0.533
I 3.083 -0.798 -3.047 0.337 -0.260 -1.221 0.249
H 3.724 1.529 -0.005 0.090 0.291 0.461 0.229
C -0.221 2.226 -0.845 0.048 0.189 0.102 -0.558
H 0.028 0.698 -2.460 0.107 -0.014 0.025 0.118
H -1.690 0.907 -1.946 -0.083 -0.025 0.130 0.256
O 2.353 -0.668 1.101 -0.179 -0.162 -0.176 -0.624
C -1.521 -1.099 0.602 0.062 0.095 0.133 -0.210
C -1.775 -1.916 1.861 -0.011 0.007 -0.175 -1.337
H -0.833 -2.238 2.302 0.042 -0.016 0.067 0.343
H 0.172 -0.124 1.493 -0.069 0.156 0.024 0.240
H -2.321 -1.331 2.600 -0.041 0.026 0.112 0.330
N 3.433 0.860 -0.694 -0.928 -0.671 -0.151 -0.831
H -1.295 0.839 1.564 0.053 0.069 -0.037 0.417
S 2.271 -0.033 -0.204 -1.096 1.187 -0.081 1.174
C -0.268 0.881 -0.280 2.330 -0.635 -0.132 0.340

# 10
25
Properties=species:S:1:pos:R:3:forces:R:3:mulliken_charge:R:1 method="wB97M-V/def2-TZVPD" total_energy_ev=-23854.6406 e_lumo_ev=3.81 fmax_ha_per_bohr=0.086 multiplicity=1 total_charge=-3
O -2.299 3.017 -4.140 -0.725 -2.542 -0.456 -0.851
H -0.711 3.067 5.422 0.594 0.026 1.183 0.219
H -2.216 -0.255 -4.384 0.326 -0.107 -0.209 0.187
O -1.655 -0.313 5.941 0.647 2.785 -0.140 -0.734
C -1.224 2.188 5.030 1.472 -0.203 -3.918 -0.354
H 4.908 -2.277 -2.141 -0.001 0.523 -0.972 0.224
O 3.618 -1.412 -0.746 1.964 -3.501 -1.428 -0.613
H 4.463 -4.481 -2.258 0.723 0.204 -0.372 0.206
C -2.660 0.381 -3.618 1.170 0.848 3.456 -0.266
C 4.360 -2.521 -1.230 -0.569 3.765 0.961 -0.375
C -3.073 1.796 -4.303 1.302 3.396 0.542 -0.371
C -1.392 1.046 6.179 -0.661 -2.805 0.252 -0.310
H -2.144 2.666 4.694 -1.312 -0.673 0.346 0.221
O -1.922 0.333 -2.350 -1.167 0.551 -3.118 -0.672
H -4.091 2.110 -4.069 -0.644 -0.457 1.243 0.190
C 3.685 -3.866 -1.807 -3.303 -1.667 2.461 -0.260
O -0.570 1.866 3.799 -0.926 0.190 2.705 -0.634
H 5.193 -2.848 -0.607 -0.213 -0.391 1.072 0.262
O 2.999 -4.565 -0.853 1.428 0.624 -1.012 -0.663
H -3.636 0.007 -3.309 -0.547 -0.391 -0.450 0.148
H -0.489 1.199 6.771 1.111 -0.173 -0.183 0.167
H 2.938 -3.502 -2.513 0.197 0.446 -0.735 0.222
H -3.270 1.614 -5.359 0.772 -0.722 -0.921 0.209
H -2.135 1.367 6.909 -0.881 0.991 -0.066 0.240
In 1.323 3.382 -1.058 -0.757 -0.718 -0.241 0.609